Formula: CH3NOP2S
Source: OMol25
Level of theory: ωB97M-V with the def2-TZVPD basis set

Structure (ORCA input):
```
! wB97M-V def2-TZVPD RIJCOSX def2/J DEFGRID3
* xyz 0 1
C -1.28551 -0.92496 0.03077
N -0.48166 -1.23252 -0.96722
O 1.52394 0.32786 1.40421
P -1.73096 0.48272 0.93337
P 1.89388 0.33886 -0.03935
S 0.59918 -0.25866 -1.63115
H -1.91548 -1.79906 0.24343
H -0.63664 1.47661 0.46963
H 2.03326 1.58913 -0.44369
*
```

The HOMO energy (alpha / beta) is -8.95 / -8.69 eV.

Atomic partial charges in e from the Löwdin method, atoms 1 to 4: -0.710, -0.519, -0.519, 0.838



Formula: C7H10BrN3O3
Source: OMol25
Level of theory: ωB97M-V with the def2-TZVPD basis set

Structure (ORCA input):
```
! wB97M-V def2-TZVPD RIJCOSX def2/J DEFGRID3
* xyz 0 1
N -0.02471 -0.70243 1.99162
C -0.96785 -0.26852 0.99288
N -1.72513 -1.34221 0.33077
O -1.12947 -2.44032 0.18152
O -2.77277 -1.13007 -0.22821
N -1.93814 0.65770 1.54251
C -2.40502 1.61561 0.77498
C -2.00455 1.87744 -0.61262
C -0.89160 1.34225 -1.11774
C 0.04207 0.46043 -0.35251
O 0.63008 -0.55892 -1.04948
C 1.83642 -1.20566 -0.58081
C 2.95090 -0.51516 -1.32432
Br 3.89759 0.63545 0.04464
H -0.05185 -0.02941 2.78104
H -0.23631 -1.65292 2.39803
H -3.07632 2.37129 1.26146
H -2.54722 2.68048 -1.14461
H -0.55299 1.61084 -2.12576
H 0.80357 0.96410 0.23455
H 2.04647 -1.02846 0.47995
H 1.94132 -2.20278 -0.64690
H 2.53807 0.09751 -2.10877
H 3.63746 -1.23623 -1.72223
*
```

Its SMILES is N[C@@]1([N+](=O)[O-])N=CC=C[C@@H]1OCCBr. The HOMO energy is -8.91 eV.

Atomic partial charges in e from the Löwdin method, atoms 1 to 4: 0.090, -0.388, -0.312, 0.048



Formula: H80O40
Source: OMol25
Level of theory: ωB97M-V with the def2-TZVPD basis set

Structure (ORCA input):
```
! wB97M-V def2-TZVPD RIJCOSX def2/J DEFGRID3
* xyz 0 1
H 1.05711 5.64368 -3.82982
H -0.40162 5.59888 -3.46506
O 0.54869 5.50146 -3.06057
H -4.31115 1.47791 4.21609
H -5.41532 0.19536 3.99891
O -4.73826 0.79680 3.67224
H 0.88235 1.74503 -0.79499
H 0.54183 2.82440 -1.68297
O 0.31838 2.53723 -0.76422
H 2.99374 -0.35620 -3.24725
H 4.47157 -0.05985 -3.51022
O 3.62839 0.24360 -3.70199
H 2.12578 -3.61923 4.39787
H 1.74801 -2.51539 5.33140
O 1.33366 -2.97728 4.70654
H 2.70074 -4.28538 -3.06812
O 3.07881 -3.43294 -3.42218
H 5.09140 -2.89246 0.37700
O 4.17939 -3.02428 0.68366
H -2.30053 0.04784 -1.76826
H -2.05956 1.24149 -0.56786
O -1.89929 1.01842 -1.63223
H -3.59781 -1.27240 2.49612
H -3.75488 0.27478 2.07273
O -3.37138 -0.56142 1.80428
H -0.85395 -6.03817 -0.95016
H 0.56661 -5.77793 -1.59022
O -0.26529 -6.31275 -1.73629
H -2.10705 2.72661 0.57797
H -3.02031 2.02645 1.58020
O -2.29474 1.75630 0.91999
H -1.42190 -2.93640 2.35615
O -2.31769 -2.88627 2.49594
H 0.16498 -2.08189 1.83343
H 1.50509 -2.87909 1.81970
O 0.70244 -2.67919 1.40770
H -0.98412 2.61341 2.30684
H -0.61443 3.58229 1.07422
O -0.94728 3.51190 1.95980
H 0.43295 3.32017 -4.58473
H 0.00714 2.44628 -3.56677
O 0.03164 3.33235 -3.73780
H -4.49886 0.00858 -3.91552
H -3.53158 0.10773 -4.96682
O -3.97014 -0.62161 -4.61708
H -1.30170 1.80348 -3.67629
H -2.70381 1.16138 -3.61900
O -1.86606 1.37561 -4.23630
H 1.87770 -5.04068 -0.29654
H 1.85982 -3.77818 -0.65354
O 2.34807 -4.47168 -0.74769
H 2.45152 1.17105 0.51799
O 3.22149 1.63486 0.09165
H 1.70846 5.73229 -0.19197
H 0.71950 4.79909 0.60723
O 1.56822 5.37967 0.68033
H -3.87303 -2.91322 0.53871
O -4.42177 -3.22973 -0.24207
H 1.52941 1.29795 -2.64881
H 2.69322 1.77008 -3.43050
O 2.14050 1.94852 -2.67595
H -1.07273 -4.37222 -3.24218
H -2.22994 -4.91366 -2.54833
O -1.70713 -4.14683 -2.47132
H -3.92172 -1.19143 -2.22674
H -3.99998 -0.96198 -0.59671
O -4.20893 -0.46927 -1.54429
H 3.84622 -4.53228 2.50207
H 4.36578 -3.33361 3.23009
O 3.65486 -3.94392 3.23923
H 3.15253 5.18982 2.79559
H 3.13982 4.48351 1.34050
O 3.10082 4.29587 2.28237
H -0.57253 -0.13800 -1.79638
H 0.43719 -1.42406 -1.69062
O 0.39838 -0.37705 -1.81632
H -2.43343 4.41269 0.60820
H -2.94113 5.82143 1.36491
O -3.22966 4.97753 0.86599
H 5.70311 2.42049 3.24754
H 4.73619 2.80150 2.00547
O 5.61533 2.56386 2.31290
H -1.14646 0.49572 4.70930
H 0.20895 1.17917 5.48931
O -0.55992 0.62936 5.47856
H -3.88914 3.86807 -3.03834
H -4.16401 2.48272 -2.54285
O -4.40922 3.10340 -3.12889
H 4.39880 0.20252 2.51090
O 5.14965 -0.18548 2.22601
H -1.35596 0.10002 1.88952
H 0.14255 -0.33107 1.63047
O -0.62906 -0.47210 2.15033
H 2.91701 1.76791 -0.81496
H 2.38795 -3.19059 -4.01641
H -4.54290 -4.15400 -0.29813
H 3.75910 -3.49036 -0.02831
H -2.48503 -3.03408 3.58375
H 5.68328 0.59463 2.09607
O -1.09729 -2.29544 6.00170
H -1.59995 -2.40728 5.25557
H -0.80343 -1.27704 6.07240
O -5.11822 3.81857 -0.59939
H -4.39452 4.22688 -0.97442
H -4.94156 3.96454 0.32074
O -1.20561 -1.93196 -0.32181
H -1.83458 -2.59398 -0.70757
H -1.63447 -1.93630 0.47599
O 1.57669 -0.69650 0.49981
H 1.43116 -1.57890 -0.05682
H 2.01271 -0.06388 -0.21884
O 1.46601 2.43502 3.52190
H 1.61653 1.74688 2.73259
H 1.61681 3.26821 2.96849
O 5.01380 -2.71372 -1.60991
H 4.19169 -2.81611 -1.80498
H 5.18232 -1.99974 -1.07693
O -0.69514 -3.42791 -4.84084
H -1.19789 -3.70324 -5.59958
H -1.13093 -2.77652 -4.37762
*
```

The HOMO energy is -10.27 eV.

Atomic partial charges in e from the Löwdin method, atoms 1 to 4: 0.001, 0.105, -0.088, 0.070



Formula: C3H5NS2
Source: OMol25
Level of theory: ωB97M-V with the def2-TZVPD basis set

Structure (ORCA input):
```
! wB97M-V def2-TZVPD RIJCOSX def2/J DEFGRID3
* xyz 0 3
C 0.70062 0.71022 0.22906
C 3.05003 0.42946 0.27624
C -2.43292 -0.97459 -0.15070
N 1.87810 0.72732 0.09404
S -0.54619 1.44234 -0.70011
S -2.25318 0.80009 0.28858
H 3.55818 1.07571 0.98146
H 3.34670 -0.42589 -0.34219
H -1.36855 -1.36002 -0.29909
H -2.96624 -1.02039 -1.11657
H -2.96654 -1.40426 0.73929
*
```

Its expectation value of S² is 2.01. The HOMO energy (alpha / beta) is -5.28 / -9.07 eV.

Atomic partial charges in e from the Löwdin method, atoms 1 to 4: -0.495, -0.090, -0.458, -0.116



What relative energy (zero: lowest compared OMol25 entry of this formula, charge and spin) values result from the calculations? In sequence: 93.4, 45.4, 388.0, 15.9 kcal/mol.